# 1
Below is a structure of composition C32H38Br3N3O4SScSi at a distorted geometry, with properties calculated with the ωB97M-V functional and the def2-TZVPD basis.

```
83
Properties=species:S:1:pos:R:3:lowdin_charge:R:1
Sc -0.651 0.936 0.010 1.17
C -3.664 1.049 -2.132 -0.05
O -2.604 0.188 -1.716 -0.13
C -2.714 -1.114 -2.144 -0.19
C -3.729 -1.601 -2.954 -0.05
C -3.731 -2.946 -3.303 -0.65
Br -5.137 -3.612 -4.384 0.79
C -2.724 -3.793 -2.900 -0.05
C -1.682 -3.309 -2.108 -0.07
C -1.700 -1.976 -1.706 -0.14
O -0.754 -1.439 -0.836 -0.03
C -0.622 -4.262 -1.803 -0.28
N -0.855 -5.526 -1.610 0.19
C 0.363 -6.145 -1.558 -0.22
C 0.683 -7.491 -1.400 0.00
C 2.013 -7.840 -1.472 -0.08
C 3.009 -6.886 -1.701 -0.08
C 2.714 -5.544 -1.836 -0.03
C 1.381 -5.181 -1.751 -0.19
N 0.730 -3.969 -1.848 0.16
H -4.618 0.716 -1.712 0.12
H -3.723 1.086 -3.222 0.11
H -3.419 2.032 -1.743 0.03
H -4.531 -0.977 -3.307 0.10
H -2.708 -4.833 -3.180 0.12
H -0.363 -2.183 -0.350 0.10
H -0.092 -8.224 -1.243 0.12
H 2.302 -8.873 -1.368 0.11
H 4.033 -7.212 -1.787 0.10
H 3.488 -4.820 -2.034 0.09
H 1.145 -3.108 -2.164 0.14
C 2.086 3.498 -0.440 0.00
C 1.681 3.298 0.984 -0.30
C 2.181 4.124 2.008 0.02
C 1.822 3.896 3.308 0.01
C 0.981 2.809 3.620 -0.19
C 0.602 2.427 4.927 -0.60
Br 1.179 3.449 6.424 0.81
C -0.176 1.316 5.144 -0.15
C -0.598 0.538 4.069 -0.58
Br -1.598 -1.049 4.365 0.82
C -0.290 0.855 2.748 -0.42
O -0.679 0.120 1.740 -0.21
C 0.515 2.025 2.531 -0.18
N 0.849 2.304 1.242 0.08
H 2.911 4.202 -0.521 0.09
H 1.246 3.890 -1.012 0.06
H 2.375 2.543 -0.884 0.07
H 2.842 4.936 1.756 0.12
H 2.186 4.531 4.103 0.09
H -0.453 1.032 6.147 0.10
C 4.522 -2.154 -0.988 -0.14
C 3.971 -0.878 -0.378 -0.33
S 2.182 -1.190 -0.006 1.00
O 1.443 0.089 -0.333 -0.60
C 2.262 -1.238 1.832 -0.32
C 2.967 -0.032 2.431 -0.10
H 5.596 -2.078 -1.133 0.09
H 4.057 -2.343 -1.954 0.07
H 4.335 -3.002 -0.332 0.07
H 4.017 -0.044 -1.076 0.10
H 4.505 -0.614 0.530 0.08
H 2.744 -2.178 2.096 0.10
H 1.212 -1.285 2.136 0.07
H 4.014 -0.236 2.640 0.08
H 2.494 0.251 3.368 0.08
H 2.898 0.820 1.755 0.07
C -1.134 5.199 -0.710 -0.18
Si -2.710 4.289 -0.122 0.49
C -3.988 4.427 -1.548 -0.19
C -3.493 5.224 1.350 -0.18
C -2.193 2.534 0.443 -0.34
H -1.343 6.237 -0.943 0.03
H -0.730 4.742 -1.611 0.02
H -0.373 5.185 0.065 0.01
H -4.292 5.466 -1.637 0.03
H -4.890 3.853 -1.363 0.03
H -3.588 4.136 -2.515 0.02
H -3.904 6.178 1.035 0.02
H -2.766 5.425 2.131 0.02
H -4.303 4.654 1.795 0.03
H -3.123 1.946 0.556 0.01
H -1.890 2.729 1.490 -0.01
```

Calculated values
HOMO-LUMO gap in eV: 7.688
Lowest unoccupied orbital energy in eV: -3.0090
Energy above the lowest of the compared OMol25 structures with the same formula, charge and spin in kJ/mol: 148.1
Total charge: +1

# 2
Below is a structure of composition C32H38BrN3OPdSb, with properties calculated with the ωB97M-V functional and the def2-TZVPD basis.

```
77
Properties=species:S:1:pos:R:3:lowdin_charge:R:1
Pd -1.367 1.514 -0.337 0.91
C -3.546 -0.203 1.494 -0.06
C -3.697 -0.371 0.014 -0.34
C -4.703 -1.160 -0.494 -0.07
C -4.823 -1.300 -1.876 -0.11
C -3.924 -0.651 -2.689 -0.15
C -2.889 0.167 -2.174 -0.13
N -2.848 0.255 -0.836 -0.11
Sb -1.263 3.677 -2.807 0.95
C -2.952 3.587 -1.483 -0.56
C -4.188 4.197 -1.751 -0.14
C -5.119 4.332 -0.752 -0.09
C -4.782 3.962 0.554 -0.05
C -3.572 3.338 0.771 -0.33
C -3.043 3.082 2.149 -0.04
N -2.766 3.042 -0.264 -0.07
C 0.001 3.996 -1.057 -0.57
C 0.864 5.089 -0.953 -0.14
C 1.689 5.228 0.144 -0.08
C 1.651 4.273 1.146 -0.05
C 0.799 3.191 1.006 -0.33
C 0.808 2.061 1.989 -0.04
N 0.013 3.073 -0.069 -0.08
H -3.775 -1.140 2.003 0.08
H -4.231 0.559 1.873 0.07
H -2.525 0.088 1.747 0.04
H -5.376 -1.668 0.187 0.10
H -5.617 -1.914 -2.290 0.09
H -4.002 -0.762 -3.765 0.07
H -4.369 4.595 -2.741 0.08
H -6.078 4.794 -0.954 0.10
H -5.436 4.170 1.389 0.10
H -3.846 3.041 2.884 0.08
H -2.368 3.898 2.418 0.09
H -2.461 2.166 2.189 0.03
H 0.854 5.832 -1.739 0.08
H 2.354 6.079 0.227 0.10
H 2.287 4.341 2.018 0.10
H 1.006 2.429 2.997 0.08
H 1.594 1.352 1.715 0.09
H -0.135 1.505 1.971 0.05
C 5.406 -2.769 -2.284 -0.06
C 4.969 -2.685 -0.816 -0.56
C 5.039 -4.092 -0.221 -0.07
C 5.957 -1.790 -0.057 -0.05
C 3.570 -2.087 -0.719 -0.20
C 3.267 -0.892 -1.357 -0.12
C 2.026 -0.306 -1.223 -0.57
Br 1.738 1.240 -2.282 0.75
C 0.975 -0.817 -0.410 -0.39
O -0.126 -0.196 -0.157 -0.23
C 1.257 -2.112 0.133 -0.09
C 2.529 -2.663 -0.006 -0.02
C 0.240 -3.013 0.857 -0.53
C 0.133 -4.347 0.099 -0.05
C 0.715 -3.288 2.294 -0.05
C -1.173 -2.447 0.949 -0.07
H 6.389 -3.241 -2.361 0.08
H 5.477 -1.782 -2.739 0.07
H 4.694 -3.354 -2.868 0.09
H 6.048 -4.491 -0.344 0.08
H 4.343 -4.769 -0.717 0.09
H 4.810 -4.093 0.845 0.08
H 6.972 -2.189 -0.120 0.08
H 5.679 -1.714 0.995 0.09
H 5.961 -0.782 -0.473 0.08
H 3.996 -0.393 -1.982 0.09
H 2.699 -3.624 0.459 0.08
H 1.090 -4.865 0.039 0.07
H -0.220 -4.175 -0.919 0.09
H -0.579 -5.006 0.601 0.08
H 1.679 -3.797 2.327 0.07
H -0.012 -3.915 2.815 0.08
H 0.813 -2.350 2.844 0.09
H -1.591 -2.218 -0.030 0.09
H -1.184 -1.533 1.531 0.06
H -1.811 -3.189 1.441 0.09
```

Calculated values
HOMO-LUMO gap in eV: 5.317
Lowest unoccupied orbital energy in eV: 2.6069
Total charge: -1